No. 1
Below is a structure of composition C26H26BrN8O8P2S2W, with properties calculated with wB97M-V/def2-TZVPD.

Positions of all 74 atoms, in Å:
1 W 0.10 0.26 0.95
2 C -0.13 1.97 5.11
3 C 0.23 1.29 3.84
4 N -0.54 1.28 2.80
5 N -1.80 1.82 3.01
6 C -2.45 2.46 1.98
7 N -3.76 2.63 2.20
8 S -1.67 3.02 0.63
9 C 1.47 0.52 3.70
10 C 2.40 0.40 4.71
11 C 3.50 -0.42 4.52
12 C 3.62 -1.11 3.33
13 C 2.65 -0.95 2.36
14 N 1.60 -0.14 2.53
15 H -0.73 2.85 4.90
16 H 0.75 2.26 5.67
17 H -0.72 1.29 5.74
18 H -2.37 1.25 3.63
19 H -4.22 2.39 3.06
20 H -4.28 3.16 1.52
21 H 2.28 0.92 5.65
22 H 4.24 -0.53 5.30
23 H 4.45 -1.78 3.14
24 H 2.68 -1.49 1.42
25 C 4.70 1.82 -0.20
26 C 3.39 1.76 -0.99
27 O 3.57 2.21 -2.33
28 P 2.89 0.00 -1.20
29 O 4.07 -0.95 -0.73
30 O 2.83 -0.28 -2.75
31 O 1.67 -0.39 -0.43
32 P 2.14 2.84 -0.09
33 O 1.15 3.29 -1.26
34 O 2.83 3.97 0.54
35 O 1.37 1.86 0.79
36 H 5.49 1.30 -0.75
37 H 4.60 1.36 0.78
38 H 4.97 2.86 -0.05
39 H 3.99 3.09 -2.31
40 H 4.54 -1.40 -1.45
41 H 2.67 0.49 -3.30
42 H 1.11 4.26 -1.32
43 Br 1.40 -4.28 -3.10
44 C -0.40 -3.76 -3.39
45 C -1.32 -3.92 -2.38
46 C -2.62 -3.48 -2.57
47 C -2.98 -2.89 -3.78
48 C -2.07 -2.83 -4.82
49 C -0.76 -3.24 -4.63
50 N -4.29 -2.36 -4.04
51 N -4.81 -1.53 -3.29
52 C -4.10 -1.05 -2.15
53 C -4.64 -1.22 -0.90
54 C -3.93 -0.91 0.27
55 C -2.63 -0.46 0.17
56 O -1.86 -0.18 1.22
57 C -2.10 -0.18 -1.11
58 N -0.87 0.39 -1.10
59 C -0.37 0.81 -2.24
60 C -1.05 0.67 -3.46
61 C -2.26 0.03 -3.49
62 C -2.83 -0.41 -2.28
63 H -1.03 -4.36 -1.43
64 H -3.34 -3.58 -1.77
65 H -2.39 -2.43 -5.78
66 H -0.04 -3.17 -5.43
67 H -5.63 -1.65 -0.83
68 H -4.37 -1.08 1.24
69 H 0.58 1.33 -2.20
70 H -0.60 1.06 -4.36
71 H -2.79 -0.10 -4.42
72 S 0.03 -2.28 1.00
73 C -0.47 -2.26 2.62
74 N -0.75 -2.10 3.73

Calculated values
Net charge = +1
Energy above the lowest of the compared OMol25 structures with the same formula, charge and spin = 0.547 eV
⟨S²⟩ = 2.02
2S+1 = 3
Total energy = -167802.320 eV
LUMO level (spin up / spin down) = -3.67 / -4.11 eV
HOMO (spin up / spin down) = -0.362 / -0.376 hartree
Largest force on an atom = 1.1 eV Å⁻¹

=====

No. 2
Below is a cluster of 2 separate species, Cl2O2S2 in total, with properties calculated with wB97M-V/def2-TZVPD.

Positions of all 6 atoms, in Å:
1 O 2.19 -1.11 0.96
2 O -0.02 -0.47 0.03
3 S -2.30 0.95 0.50
4 S 1.42 -0.74 -0.20
5 Cl -3.42 0.20 -0.86
6 Cl 2.14 1.18 -0.44

Calculated values
Net charge = 0
Energy above the lowest of the compared OMol25 structures with the same formula, charge and spin = 0.000 eV
⟨S²⟩ = 2.01
2S+1 = 3
Total energy = -50806.812 eV
LUMO level (spin up / spin down) = 0.17 / -3.99 eV
HOMO (spin up / spin down) = -0.350 / -0.326 hartree
Largest force on an atom = 2.9 eV Å⁻¹

=====

No. 3
Below is a structure of composition C3H7O2Sm, with properties calculated with wB97M-V/def2-TZVPD.

Positions of all 13 atoms, in Å:
1 C -0.05 1.15 -0.38
2 O -1.05 0.95 0.66
3 C -1.68 -0.20 0.67
4 C -1.71 -1.13 -0.33
5 H 2.73 0.84 0.65
6 H -0.63 1.52 -1.25
7 H 0.65 1.99 -0.27
8 H -2.11 -0.42 1.65
9 H -1.57 -0.85 -1.38
10 H -2.18 -2.09 -0.12
11 Sm 1.01 -1.17 -0.66
12 O 2.84 -0.20 0.46
13 H 3.77 -0.40 0.31

Calculated values
Net charge = +1
Energy above the lowest of the compared OMol25 structures with the same formula, charge and spin = 0.974 eV
⟨S²⟩ = 12.01
2S+1 = 7
Total energy = -25214.131 eV
LUMO level (spin up / spin down) = -4.36 / -4.31 eV
HOMO (spin up / spin down) = -0.424 / -0.427 hartree
Largest force on an atom = 3.5 eV Å⁻¹

=====

No. 4
Below is an isolated molecule of C5H9N, with properties calculated with wB97M-V/def2-TZVPD.

Positions of all 15 atoms, in Å:
1 C 2.33 -1.52 -0.14
2 C 1.33 -0.77 -0.21
3 C 0.25 0.20 0.24
4 C 0.63 1.64 0.05
5 C -1.22 0.01 -0.23
6 N -1.62 -1.49 0.05
7 H 3.38 -2.07 0.01
8 H 0.52 -0.06 1.42
9 H 1.25 2.11 0.94
10 H 1.13 1.80 -1.00
11 H -0.21 2.51 -0.41
12 H -1.35 -0.09 -1.30
13 H -2.01 0.93 -0.11
14 H -1.88 -1.71 1.03
15 H -2.51 -1.48 -0.34

Calculated values
Net charge = 0
Energy above the lowest of the compared OMol25 structures with the same formula, charge and spin = 5.341 eV
SMILES = C#C[C@@H](C)CN
2S+1 = 1
Total energy = -6815.654 eV
LUMO level = 1.00 eV
HOMO = -0.348 hartree
Largest force on an atom = 5.7 eV Å⁻¹